Entry from the Open Molecules 2025 dataset: one molecule with the formula C3H3BrCl2 at a distorted geometry (ωB97M-V with the def2-TZVPD basis set).

Bonds (Å) are listed after each position.
Cartesian coordinates (Å):
1 Cl 1.99080 -1.36297 -1.10460  C6 2.109
2 H 1.00231 1.52303 0.29278  C4 1.079
3 Cl -0.73816 0.40962 -2.19333  C8 1.794
4 C 0.27753 0.76786 0.55566  H2 1.079, H5 1.106, C6 1.494, C8 1.533
5 H -0.10463 0.83766 1.59127  C4 1.106
6 C 0.43725 -0.65664 0.13486  Cl1 2.109, C4 1.494, H7 1.044, C8 1.471
7 H 0.26716 -1.26071 0.96882  C6 1.044
8 C -0.69198 0.10133 -0.42668  Cl3 1.794, C4 1.533, C6 1.471, Br9 1.907
9 Br -2.44027 -0.35918 0.18122  C8 1.907

## Properties
LUMO energy   -0.0212 Eh
Energy above the lowest of the compared OMol25 structures with the same formula, charge and spin   26.4 kcal/mol
E_HOMO   -0.3876 hartree
Orbital gap   9.969 eV
Charge   0
SMILES string   Cl[C@H]1C[C@]1(Cl)Br
Largest force on an atom   3.9 eV/A